This record from the Open Molecules 2025 dataset describes a structure of composition C47H46N9OReS3Te at a distorted geometry. The level of theory is the ωB97M-V functional and the def2-TZVPD basis.

Computed properties:
* total charge: +3
* total energy: -106844.8275 eV
* frontier orbital gap (spin up / spin down): 0.1848 / 0.1601 hartree
* multiplicity: 2

Geometry (Å):
Re -0.271 2.214 0.306
C 3.139 5.655 0.028
N 1.786 6.066 0.395
C 1.522 7.472 0.709
C 0.839 5.124 0.489
N 1.007 3.881 0.132
N -0.377 5.544 1.011
C -1.612 4.965 0.835
N -2.655 5.771 1.093
N -1.738 3.729 0.456
H 3.782 6.528 0.029
H 3.163 5.216 -0.972
H 3.527 4.938 0.754
H 2.395 8.054 0.438
H 1.348 7.626 1.778
H 0.683 7.855 0.127
H 1.894 3.699 -0.336
H -0.378 6.455 1.441
H -2.550 6.761 1.235
H -3.589 5.401 1.140
H -2.697 3.461 0.271
N -1.752 0.978 -0.348
S -2.787 -0.070 -0.305
N -2.270 -1.568 -0.702
S -1.158 -2.259 0.130
N 0.081 -1.439 0.625
S 1.224 -0.667 -0.186
N 1.163 0.848 -0.139
C 1.248 -1.258 -1.861
C 0.341 -0.644 -2.720
C 0.342 -1.011 -4.055
C 1.236 -1.972 -4.514
C 2.129 -2.575 -3.640
C 2.148 -2.218 -2.299
C 2.665 -1.251 0.645
C 2.843 -2.615 0.870
C 3.982 -3.035 1.530
C 4.916 -2.099 1.972
C 4.709 -0.746 1.767
C 3.572 -0.308 1.099
C -0.719 -3.657 -0.849
C 0.014 -4.656 -0.214
C 0.404 -5.759 -0.953
C 0.054 -5.855 -2.296
C -0.689 -4.854 -2.906
C -1.085 -3.738 -2.184
C -1.757 -2.941 1.642
C -2.830 -3.822 1.520
C -3.316 -4.425 2.664
C -2.737 -4.144 3.898
C -1.675 -3.257 3.998
C -1.165 -2.646 2.861
C -4.053 0.150 -1.511
C -4.976 1.159 -1.257
C -5.944 1.433 -2.207
C -5.977 0.708 -3.393
C -5.048 -0.295 -3.632
C -4.074 -0.584 -2.688
C -3.664 -0.262 1.222
C -3.133 0.327 2.359
C -3.788 0.147 3.570
C -4.953 -0.604 3.623
C -5.473 -1.187 2.471
C -4.829 -1.023 1.258
H -0.337 0.117 -2.352
H -0.344 -0.534 -4.743
H 1.244 -2.242 -5.561
H 2.830 -3.314 -4.004
H 2.872 -2.661 -1.631
H 2.106 -3.332 0.536
H 4.143 -4.089 1.711
H 5.803 -2.435 2.493
H 5.425 -0.021 2.128
H 3.379 0.744 0.959
H 0.246 -4.591 0.842
H 0.961 -6.554 -0.477
H 0.351 -6.726 -2.864
H -0.970 -4.944 -3.947
H -1.666 -2.953 -2.641
H -3.266 -4.037 0.553
H -4.141 -5.121 2.595
H -3.118 -4.626 4.789
H -1.231 -3.046 4.961
H -0.331 -1.961 2.918
H -4.958 1.701 -0.319
H -6.681 2.202 -2.021
H -6.739 0.921 -4.130
H -5.087 -0.860 -4.553
H -3.354 -1.371 -2.859
H -2.224 0.906 2.298
H -3.388 0.598 4.468
H -5.465 -0.735 4.567
H -6.386 -1.765 2.520
H -5.228 -1.470 0.356
Te 2.992 1.732 -1.948
C 4.889 1.464 -1.156
C 5.706 0.466 -1.696
C 6.986 0.281 -1.199
C 7.449 1.074 -0.157
C 6.635 2.060 0.392
C 5.359 2.259 -0.106
H 5.343 -0.153 -2.507
H 7.626 -0.478 -1.629
H 8.450 0.930 0.226
H 7.004 2.680 1.199
H 4.729 3.032 0.313
O 0.020 2.025 3.295
C -0.070 2.109 2.150

This record from the Open Molecules 2025 dataset describes a cluster of 5 separate species, C47H47N4O12PS in total at a distorted geometry. The level of theory is the ωB97M-V functional and the def2-TZVPD basis.

Computed properties:
* total energy: -100148.1091 eV
* SMILES: C=CC[C@]1([PH2]=N)[C@H](CCCCCCCSc2nnco2)NC(=O)[C@@H]1OC(=O)c1ccccc1.O=C1C=CC(=O)C=C1.O=C1C=CC(=O)C=C1.O=C1C=CC(=O)C=C1.O=C1C=CC(=O)C=C1
* frontier orbital gap: 0.2610 hartree

Geometry (Å):
C -1.633 2.813 -0.510
C -2.453 1.806 -0.747
C -1.969 0.384 -0.915
C -3.075 -0.659 -1.025
P -3.915 -0.583 0.669
N -2.967 -0.945 1.879
C -2.681 -2.167 -1.056
C -1.290 -2.560 -1.557
C -0.406 -3.053 -0.403
C 1.078 -2.860 -0.686
C 1.513 -1.382 -0.535
C 2.808 -1.210 0.288
C 2.645 -0.438 1.613
C 1.407 -0.764 2.433
S 1.727 -2.129 3.606
C 0.246 -3.027 3.428
N 0.056 -3.903 2.498
N -1.213 -4.412 2.632
C -1.706 -3.812 3.662
O -0.861 -2.933 4.224
N -3.834 -2.827 -1.734
C -4.849 -1.843 -1.919
O -6.016 -2.015 -1.886
C -4.081 -0.526 -2.165
O -3.583 -0.705 -3.488
C -2.763 0.303 -3.885
O -2.976 1.445 -3.593
C -1.613 -0.105 -4.710
C -0.820 0.872 -5.323
C 0.278 0.481 -6.078
C 0.614 -0.863 -6.229
C -0.184 -1.844 -5.639
C -1.291 -1.450 -4.895
H -0.559 2.696 -0.580
H -1.987 3.803 -0.273
H -3.510 2.031 -0.815
H -1.328 0.173 -0.064
H -1.313 0.372 -1.787
H -5.018 -1.458 0.664
H -4.419 0.718 0.842
H -2.030 -1.187 1.581
H -2.718 -2.587 -0.052
H -0.788 -1.727 -2.044
H -1.406 -3.378 -2.266
H -0.599 -4.116 -0.274
H -0.695 -2.541 0.510
H 1.611 -3.512 0.003
H 1.325 -3.210 -1.687
H 0.703 -0.767 -0.152
H 1.718 -1.017 -1.540
H 3.292 -2.169 0.448
H 3.498 -0.623 -0.316
H 3.507 -0.705 2.231
H 2.718 0.634 1.449
H 0.519 -0.978 1.849
H 1.170 0.106 3.036
H -2.684 -3.942 4.083
H -3.519 -3.235 -2.605
H -4.654 0.381 -1.995
H -1.079 1.913 -5.205
H 0.883 1.236 -6.557
H 1.484 -1.155 -6.796
H 0.046 -2.892 -5.737
H -1.922 -2.202 -4.449
O -4.110 6.400 -7.005
C -4.232 6.042 -5.853
C -4.697 6.983 -4.802
C -4.829 6.594 -3.537
C -4.520 5.201 -3.123
O -4.643 4.849 -1.969
C -4.055 4.259 -4.172
C -3.924 4.652 -5.437
H -4.917 7.992 -5.126
H -5.166 7.263 -2.755
H -3.831 3.247 -3.850
H -3.588 3.983 -6.220
O 0.326 6.449 5.153
C 0.794 5.569 4.465
C 0.247 4.187 4.506
C 0.762 3.219 3.754
C 1.902 3.480 2.842
O 2.381 2.598 2.153
C 2.447 4.857 2.797
C 1.935 5.826 3.550
H -0.585 4.020 5.178
H 0.377 2.207 3.772
H 3.280 5.027 2.126
H 2.320 6.837 3.534
O 8.990 2.443 4.763
C 8.205 3.204 4.243
C 6.823 2.776 3.907
C 5.962 3.612 3.334
C 6.346 5.009 3.008
O 5.561 5.774 2.487
C 7.727 5.438 3.342
C 8.588 4.602 3.916
H 6.565 1.754 4.153
H 4.952 3.317 3.078
H 7.985 6.459 3.095
H 9.599 4.893 4.169
O 2.059 -9.104 4.520
C 1.519 -8.778 3.484
C 1.202 -9.782 2.436
C 0.612 -9.429 1.297
C 0.244 -8.015 1.027
O -0.294 -7.695 -0.012
C 0.560 -7.011 2.074
C 1.151 -7.368 3.212
H 1.478 -10.806 2.654
H 0.373 -10.144 0.520
H 0.287 -5.987 1.867
H 1.391 -6.652 3.988

Question: total energy of number 1 (C47H46N9OReS3Te)?
Answer: -106844.8275 eV